1.
C4H9NO2 | ωB97M-V with the def2-TZVPD basis set

E_HOMO (alpha / beta)   0.2 / -3.5 eV
LUMO energy (alpha / beta)   4.1 / 4.1 eV
E_tot   -362.98833 hartree
Multiplicity   2
Net charge   -1

Each line ends with the Löwdin spin population.
Cartesian coordinates (Å):
O: -2.028349 0.014736 0.605856  0.008
C: -1.012720 0.437450 1.093127  0.031
C: -0.088676 -0.370847 2.013970  0.004
N: 1.185789 0.315937 2.058351  0.002
H: -0.563014 1.419729 0.865435  0.003
H: -0.617248 -0.420354 2.972860  0.001
H: -0.066545 -1.389211 1.607415  0.000
H: 1.821032 -0.183308 2.665811  0.001
H: 1.579154 0.281870 1.113563  0.001
O: 1.091924 0.254912 -0.801248  0.270
C: 0.294971 -0.356931 -1.600839  0.472
C: 0.229041 -0.106992 -3.079971  0.110
H: -0.266511 -1.237569 -1.222289  0.043
H: 1.158962 -0.487746 -3.555674  0.038
H: 0.079211 0.962553 -3.265207  0.016
H: -0.587386 -0.675388 -3.531484  0.000

Forces on atoms 1 to 6 (eV/Å):
-0.3 0.2 0.2
1.0 -0.4 -0.1
-0.8 0.2 -0.8
0.3 -0.2 0.6
-0.4 0.2 -0.1
0.4 0.1 0.2

2.
C29H34F6INO21P | ωB97M-V with the def2-TZVPD basis set

E_HOMO   -11.8 eV
LUMO energy   -2.8 eV
E_tot   -3998.35304 hartree
Multiplicity   1
Net charge   +1

Each line ends with the Löwdin charge.
Cartesian coordinates (Å):
O: 8.405501 3.131700 1.785693  -0.360
P: 7.932264 2.583506 0.304544  0.516
I: 7.312052 4.517934 -1.054947  0.517
C: 6.238996 1.842122 0.658539  -0.471
C: 6.264355 0.456536 1.370682  -0.171
O: 5.753922 -0.595066 0.574032  -0.093
C: 4.420590 -0.393729 0.138340  -0.127
C: 4.099043 1.089141 -0.112727  -0.184
C: 3.059145 1.326582 -1.216959  -0.108
O: 2.256130 2.460853 -0.863523  -0.062
C: 1.049507 2.024176 -0.267720  -0.295
C: 1.002880 1.909361 1.088378  -0.023
C: -0.161883 1.452179 1.671612  -0.058
C: -1.211628 1.137218 0.860055  -0.080
C: -1.165934 1.288617 -0.497393  -0.057
C: -0.010866 1.740469 -1.082293  -0.006
N: 5.415094 1.680687 -0.564734  0.052
H: 8.128242 2.470618 2.439681  0.053
H: 5.685839 2.545139 1.291258  0.127
H: 7.279046 0.209659 1.685311  0.126
H: 5.626080 0.539412 2.259837  0.138
H: 4.251079 -0.915459 -0.807528  0.123
H: 3.681093 -0.803446 0.838703  0.148
H: 3.790610 1.568523 0.810875  0.141
H: 2.411516 0.448555 -1.296059  0.140
H: 3.511388 1.533832 -2.188544  0.130
H: 1.851843 2.171153 1.707505  0.115
H: -0.186158 1.351395 2.748486  0.116
H: -2.128378 0.757449 1.302193  0.104
H: -2.010337 1.056213 -1.132193  0.115
H: 0.089892 1.868631 -2.152414  0.132
H: 5.230234 2.572177 -1.035653  0.089
H: 5.857498 1.048358 -1.242259  0.153
C: -3.548752 -3.495584 -1.101380  -0.032
C: -2.741763 -2.285738 -1.484488  -0.316
O: -3.208569 -1.297424 -0.563321  0.109
C: -3.590455 -1.971193 0.547838  -0.559
O: -3.779380 -1.455601 1.606163  0.138
O: -3.720485 -3.293538 0.309538  0.087
F: -3.026333 -1.874713 -2.743411  0.088
H: -4.524736 -3.515228 -1.588039  0.151
H: -3.030588 -4.428468 -1.306623  0.141
H: -1.667887 -2.412385 -1.377845  0.130
C: -3.337990 -2.975878 5.257588  -0.050
C: -2.103474 -3.050227 4.397675  -0.318
O: -1.604503 -4.343019 4.676856  0.127
C: -2.686368 -5.116819 5.006889  -0.543
O: -2.677387 -6.298606 5.043219  0.188
O: -3.767242 -4.340333 5.275228  0.078
F: -1.174922 -2.128424 4.772990  0.063
H: -3.110541 -2.651154 6.274299  0.146
H: -4.105119 -2.328093 4.840438  0.140
H: -2.295899 -2.956683 3.327526  0.156
C: -6.034092 0.480630 0.916346  -0.065
C: -6.355365 0.765132 -0.526455  -0.303
O: -7.773143 0.792176 -0.532132  0.144
C: -8.159316 1.201269 0.711543  -0.543
O: -9.243587 1.587314 0.988468  0.183
O: -7.124757 1.115626 1.592554  0.069
F: -5.929334 -0.244428 -1.339287  0.064
H: -6.039066 -0.585598 1.139053  0.133
H: -5.081660 0.901560 1.227586  0.130
H: -5.973048 1.714389 -0.890199  0.139
C: 4.554400 -0.815464 -5.304214  -0.033
C: 4.972543 0.280868 -6.252706  -0.297
O: 5.099458 1.401333 -5.379056  0.162
C: 5.428478 0.913156 -4.169120  -0.545
O: 5.865724 1.572220 -3.270922  0.119
O: 5.208566 -0.414562 -4.088821  0.074
F: 4.018981 0.539067 -7.167247  0.101
H: 3.475206 -0.833689 -5.147081  0.149
H: 4.884082 -1.801053 -5.621190  0.146
H: 5.923526 0.107524 -6.758511  0.181
C: -6.588058 5.486984 2.309722  -0.039
C: -5.129852 5.358105 2.673103  -0.311
O: -4.731419 4.214838 1.932298  0.135
C: -5.533600 4.164772 0.833702  -0.535
O: -5.315175 3.496661 -0.125766  0.158
O: -6.604449 4.971555 0.973281  0.091
F: -4.959357 5.110853 3.992595  0.081
H: -7.226260 4.871286 2.944834  0.151
H: -6.943528 6.513643 2.337626  0.143
H: -4.513273 6.210944 2.383691  0.175
C: 2.618145 -5.136092 -2.227162  -0.040
C: 2.889483 -3.835735 -1.514985  -0.311
O: 1.782502 -3.036007 -1.898046  0.126
C: 0.745604 -3.896873 -2.131586  -0.513
O: -0.393130 -3.572118 -2.216953  0.174
O: 1.187724 -5.165920 -2.246202  0.097
F: 4.030811 -3.245592 -1.958469  0.065
H: 2.995568 -5.131124 -3.250769  0.149
H: 3.021990 -5.999210 -1.704689  0.148
H: 2.922421 -3.913821 -0.426753  0.177

Forces on atoms 1 to 6 (eV/Å):
-1.0 -0.3 -0.4
1.2 -0.8 -0.7
-0.2 0.0 0.5
-0.1 0.7 0.3
-0.6 0.2 0.5
0.4 0.2 -0.6

3.
C21H12Cl3N5O3 | ωB97M-V with the def2-TZVPD basis set

E_HOMO   -8.7 eV
LUMO energy   -1.0 eV
SMILES string   O=C(O)C1=NC(c2cccnc2Cl)=Nc2cc(NC(=O)c3c(Cl)cncc3Cl)ccc2C1
E_tot   -2687.47910 hartree
Multiplicity   1

Each line ends with the natural charge from an NBO analysis.
Cartesian coordinates (Å):
O: 3.684948 2.879115 -2.492133  -0.555
O: -3.240340 3.487628 1.418623  -0.561
Cl: -0.004197 -3.541608 -0.920760  0.017
Cl: -5.990591 2.904832 -0.104438  -0.006
Cl: -3.092526 1.170229 4.095958  0.018
N: 1.461380 -1.060426 -0.304859  -0.420
N: 3.005420 -0.489108 -2.071016  -0.421
N: -6.904699 0.393373 2.842339  -0.373
N: 1.998466 -5.158298 -0.909150  -0.412
O: 4.040156 1.215577 -4.046642  -0.645
C: 3.753675 1.722942 -2.818069  0.731
C: -3.394882 2.238582 1.313935  0.685
C: 2.387170 -1.384431 -1.175969  0.389
C: 3.304437 0.760662 -1.735024  0.251
C: 3.368106 -5.455508 -0.952410  0.063
C: -7.030052 1.218876 1.809019  0.032
C: -5.656718 0.282228 3.427433  -0.010
C: 1.714801 -3.871601 -1.096120  0.239
C: 4.364713 -4.534584 -1.314710  -0.271
C: 4.023206 -3.231225 -1.431918  -0.120
C: -0.326535 2.484990 0.646020  -0.182
C: -0.506002 0.192632 0.139438  -0.204
C: 1.009824 2.494702 0.433787  -0.199
C: -5.826802 1.810061 1.317408  0.009
C: -4.554433 0.980658 3.062616  0.002
C: 0.896249 0.182711 -0.145509  0.118
C: 2.690830 -2.815488 -1.274195  -0.154
C: -4.672402 1.688233 1.920809  -0.204
C: -1.181503 1.355506 0.579536  0.135
C: 1.644836 1.348114 -0.012427  -0.029
N: -2.550531 1.270722 0.811985  -0.595
C: 3.148940 1.244100 -0.285683  -0.485
H: 3.938696 2.018365 -4.632497  0.502
H: 3.659722 -6.435602 -0.943734  0.192
H: -7.943731 1.167938 1.191204  0.225
H: -5.630101 -0.342949 4.317507  0.214
H: 5.327471 -4.813543 -1.445015  0.216
H: 4.946104 -2.512311 -1.604698  0.234
H: -0.726195 3.461588 0.911211  0.235
H: -1.013260 -0.753715 0.197856  0.219
H: 1.559609 3.393832 0.534591  0.222
H: -3.050529 0.476931 0.522821  0.412
H: 3.557800 0.452448 0.343248  0.230
H: 3.809467 2.102821 -0.120365  0.253

Forces on atoms 1 to 6 (eV/Å):
0.5 0.3 -1.1
0.6 -3.9 -0.6
0.5 -0.1 -0.4
0.1 -1.0 0.8
-1.3 -0.6 -1.0
1.1 -1.2 -1.8

4.
C9H22FInNO4P | ωB97M-V with the def2-TZVPD basis set

E_HOMO (alpha / beta)   -4.9 / -4.9 eV
LUMO energy (alpha / beta)   2.4 / 2.4 eV
E_tot   -1343.26674 hartree
Multiplicity   2
Net charge   -1

Each line ends with the Löwdin spin population.
Cartesian coordinates (Å):
O: -6.483312 -1.422583 0.951385  0.000
P: -5.839509 -0.293224 0.249486  0.000
O: -7.022775 0.684315 -0.332980  0.000
O: -5.135964 -0.820550 -1.136821  0.000
In: -4.167397 1.071690 1.666740  0.000
F: -5.020415 2.842676 2.117183  0.000
H: -6.978074 0.773235 -1.287555  0.000
H: -4.401989 -0.228908 -1.328824  0.000
H: -2.797182 1.429454 0.617169  0.000
H: -3.758417 0.207688 3.132600  0.000
C: 2.953517 1.629807 -0.335676  0.003
C: 1.770409 1.024613 0.445025  0.025
C: 2.274159 0.110361 1.561962  0.015
C: 2.857160 -1.206599 1.049884  0.001
C: 1.863429 -1.928253 0.139530  0.015
C: 1.334411 -1.056316 -1.000750  0.026
N: 0.853092 0.248011 -0.448227  0.359
O: -0.328658 0.152247 0.055337  0.546
C: 2.415950 -0.851821 -2.073205  0.003
C: 0.157327 -1.746782 -1.676094  -0.001
C: 0.976125 2.182004 1.036499  -0.001
H: 3.320301 2.510281 0.191281  0.000
H: 3.799788 0.953007 -0.439425  0.000
H: 2.641238 1.946341 -1.331101  0.002
H: 1.441071 -0.110331 2.235667  0.002
H: 3.018895 0.656044 2.146913  0.002
H: 3.801535 -1.033954 0.525080  0.000
H: 3.097472 -1.848249 1.900015  0.001
H: 2.322025 -2.821442 -0.292367  0.002
H: 1.015997 -2.267500 0.742283  0.002
H: 2.091061 -0.112385 -2.806136  0.001
H: 2.582172 -1.793595 -2.597222  0.000
H: 3.377572 -0.539819 -1.674062  0.000
H: -0.618578 -2.016442 -0.964758  0.000
H: 0.514010 -2.657328 -2.159532  0.000
H: -0.286918 -1.102091 -2.435250  0.000
H: 0.583251 2.825162 0.248240  0.000
H: 1.639015 2.772604 1.670622  0.000
H: 0.138207 1.838632 1.637083  0.000

Forces on atoms 1 to 6 (eV/Å):
0.0 -0.3 0.0
-0.4 0.1 0.9
0.0 0.1 -0.2
0.0 0.1 -0.3
0.5 -0.2 -0.1
-0.1 0.1 0.0

5.
C15H13FeN15O4S | ωB97M-V with the def2-TZVPD basis set

E_HOMO (alpha / beta)   -2.2 / -2.2 eV
LUMO energy (alpha / beta)   4.3 / 4.3 eV
E_tot   -3363.72333 hartree
Multiplicity   1
Net charge   -2

Each line ends with the natural charge from an NBO analysis.
Cartesian coordinates (Å):
Fe: -0.481033 -0.771446 0.313501  0.913
O: 0.555408 -3.779996 -2.261192  -0.644
C: 0.140942 -2.830019 -1.610176  0.641
N: 0.387598 -2.460799 -0.347943  -0.693
C: 1.354328 -3.038262 0.414020  0.681
O: 1.723553 -4.189382 0.502929  -0.579
C: 2.083994 -1.910839 1.141152  0.151
C: 3.104973 -2.189166 2.036396  -0.220
C: 3.728608 -1.132842 2.676637  -0.172
C: 3.313403 0.161849 2.397000  -0.264
C: 2.285473 0.344225 1.483952  0.058
N: 1.683592 -0.663571 0.863215  -0.414
C: -0.606256 -1.732475 -2.331057  0.150
C: -1.116009 -1.939788 -3.601057  -0.220
C: -1.682956 -0.870552 -4.273985  -0.176
C: -1.682067 0.376893 -3.672556  -0.263
C: -1.151173 0.494760 -2.399380  0.062
N: -0.648476 -0.537765 -1.731662  -0.408
H: 3.354090 -3.223998 2.221742  0.239
H: 4.515061 -1.313513 3.399692  0.201
H: 3.757171 1.016274 2.890386  0.208
H: 1.912001 1.336752 1.254053  0.208
H: -1.044733 -2.933878 -4.019289  0.234
H: -2.120289 -1.005072 -5.256139  0.199
H: -2.111379 1.245911 -4.150958  0.232
H: -1.142943 1.435211 -1.867300  0.220
N: -0.414019 0.903724 3.289160  -0.608
C: -0.713503 1.646320 2.165846  0.442
N: -0.946606 2.954911 2.212938  -0.403
N: -1.170027 3.286274 0.932552  -0.170
N: -1.078496 2.246916 0.172955  -0.171
N: -0.777693 1.169939 0.924212  -0.408
C: -0.487942 -0.483130 3.325645  0.426
N: -0.449333 -1.177507 4.451017  -0.419
N: -0.504036 -2.460742 4.032540  -0.133
N: -0.571376 -2.515044 2.747939  -0.110
N: -0.558000 -1.258673 2.253769  -0.408
H: -0.538865 1.373239 4.168170  0.409
N: -2.317299 4.145216 -1.573777  -0.771
C: -2.810158 4.842963 -2.587002  0.303
N: -2.888289 6.202508 -2.369531  -0.820
S: -3.283172 4.203297 -4.062446  -0.365
H: -1.958891 4.586592 -0.738582  0.418
H: -2.206848 3.139141 -1.571477  0.444
H: -3.018921 6.499681 -1.414074  0.375
H: -3.462423 6.675478 -3.046354  0.395
O: -4.228530 -2.247258 0.177454  -0.502
N: -3.006761 -2.315128 0.180950  0.311
O: -2.423894 -1.188130 0.080016  -0.583

Forces on atoms 1 to 6 (eV/Å):
0.9 -0.2 0.0
0.0 -0.3 0.0
0.0 0.0 -0.1
-0.8 -0.4 0.1
0.1 0.4 -0.1
0.1 0.1 0.0

6.
CH2ClN3S | ωB97M-V with the def2-TZVPD basis set

E_HOMO   -9.4 eV
LUMO energy   -0.7 eV
SMILES string   [H]/N=N\N=C=S.Cl
E_tot   -1061.84140 hartree
Multiplicity   1

Each line ends with the natural charge from an NBO analysis.
Cartesian coordinates (Å):
C: -1.379166 -0.171692 -0.651849  0.253
N: -0.329545 -0.642158 -0.289957  -0.326
N: 1.360164 -1.903467 0.269867  -0.292
N: 0.776339 -0.818131 0.292187  0.048
S: -2.744250 0.493149 -1.132446  0.022
Cl: 0.846795 2.355905 0.504072  -0.284
H: 0.947446 -2.618915 -0.388048  0.293
H: 0.522216 3.305309 1.396174  0.284

Forces on atoms 1 to 6 (eV/Å):
1.1 0.2 0.6
-5.1 0.4 -3.1
0.5 -0.7 -0.9
2.9 -0.1 2.5
0.9 -0.6 0.3
-0.4 1.3 1.2

E_tot of number 5 (C15H13FeN15O4S)?
-3363.72333 hartree